(1)
The following is a DFT calculation (ωB97M-V/def2-TZVPD) of C31H31N3O2SiTaTe as an isolated structure in a non-equilibrium geometry.

Maximum force in eV/Å: 2.8
Molar mass in g mol⁻¹: 814.24
DFT total energy in hartree: -2128.28771
LUMO in Eh: -0.4279
Frontier orbital gap in hartree: 0.195
Charge: +3
ΔE to the lowest compared entry with this formula, charge and spin in eV: 2.164

The geometry in XYZ format:
```
70
C31H31N3O2SiTaTe, DFT ωB97M-V/def2-TZVPD
Ta -0.57992 -0.94494 1.14093
C -2.24455 -3.97374 -0.49544
C -3.02301 -2.73216 -0.20703
C -4.37571 -2.61770 -0.42783
C -5.02808 -1.41640 -0.14129
C -4.35233 -0.33556 0.41348
C -3.00922 -0.49142 0.66934
N -2.36295 -1.65990 0.31102
N -2.08824 0.37275 1.29186
Si -2.76115 1.80559 2.28668
C -3.39455 3.03098 1.04211
C -1.35706 2.48850 3.29072
C -3.96537 1.01101 3.45878
H -2.54078 -4.77061 0.19027
H -1.17125 -3.80897 -0.39687
H -2.45821 -4.33077 -1.50286
H -4.92205 -3.46102 -0.82773
H -6.08826 -1.32672 -0.34575
H -4.85414 0.59360 0.64018
H -3.10525 2.78795 0.01797
H -3.01834 4.02952 1.27100
H -4.48551 3.09377 1.07870
H -0.60251 3.00524 2.69448
H -0.89543 1.75394 3.95302
H -1.79133 3.25049 3.94702
H -4.88839 0.68148 2.98089
H -4.24836 1.72902 4.23212
H -3.52400 0.14775 3.96347
O 2.81550 -3.09838 1.53058
C 1.94719 -2.53132 0.99121
O 0.93419 -1.83429 1.66466
C 1.72405 -2.36913 -0.46755
C 2.58281 -2.97464 -1.37019
C 2.34329 -2.78872 -2.71280
C 1.25266 -2.01108 -3.13812
C 0.96779 -1.78142 -4.50762
C -0.11519 -1.03924 -4.87272
C -0.97121 -0.49315 -3.88745
C -0.71836 -0.68051 -2.55793
C 0.40181 -1.43562 -2.15488
N 0.66412 -1.62128 -0.82882
H 3.40404 -3.56976 -0.99491
H 2.99266 -3.24561 -3.45080
H 1.62423 -2.20755 -5.25586
H -0.32806 -0.86286 -5.91831
H -1.83722 0.07668 -4.19884
H -1.37287 -0.25361 -1.80344
Te 1.39709 1.00000 2.01844
C 3.30406 0.23648 1.57434
C 3.98177 -0.38207 2.61830
C 5.25969 -0.86856 2.38733
C 5.83974 -0.72567 1.13328
C 5.14699 -0.10250 0.10104
C 3.86548 0.38533 0.31221
C 1.33191 2.45540 0.49412
C 1.93574 3.67885 0.75612
C 1.94663 4.64421 -0.24204
C 1.37146 4.37936 -1.47787
C 0.77509 3.14914 -1.72633
C 0.74360 2.18076 -0.73449
H 3.53491 -0.48185 3.60015
H 5.80133 -1.35334 3.18794
H 6.84508 -1.08788 0.96333
H 5.61128 0.01932 -0.86906
H 3.32902 0.88986 -0.48270
H 2.39232 3.88877 1.71563
H 2.40623 5.60459 -0.04935
H 1.39147 5.13382 -2.25286
H 0.34288 2.94113 -2.69688
H 0.27073 1.22470 -0.92601
```


(2)
The following is a DFT calculation (ωB97M-V/def2-TZVPD) of an isolated molecule of C31H31N5O4 in a non-equilibrium geometry.

Maximum force in eV/Å: 1.0
Molar mass in g mol⁻¹: 537.62
DFT total energy in hartree: -1774.72850
LUMO in Eh: 0.0210
Frontier orbital gap in hartree: 0.308
SMILES: O=C(N[C@@H](Cc1ccccc1)C(=O)OCc1ccccc1)c1nc[nH]c1C(=O)N1CCN(c2ccccc2)CC1

The geometry in XYZ format:
```
71
C31H31N5O4, DFT ωB97M-V/def2-TZVPD
O -0.34769 -0.05032 -1.37759
C -1.11802 0.14010 -0.45343
N -2.05364 -0.74875 -0.05869
H -2.67543 -0.46990 0.68677
C -2.25988 -2.00544 -0.71803
C -3.71227 -2.19018 -1.14508
O -4.09669 -3.04934 -1.89265
O -4.49853 -1.29604 -0.55333
C -5.88587 -1.32021 -0.87265
C -6.54339 -0.04445 -0.42005
C -7.93147 0.03064 -0.41242
C -8.56654 1.19273 -0.01556
C -7.82091 2.29061 0.38191
C -6.43944 2.21865 0.37744
C -5.79964 1.05791 -0.02371
H -4.72178 1.01113 -0.02294
H -5.85039 3.06981 0.68533
H -8.31743 3.19755 0.69348
H -9.64536 1.24155 -0.01442
H -8.51306 -0.82625 -0.72104
H -6.34964 -2.18766 -0.38563
H -5.99907 -1.45322 -1.95709
C -1.85425 -3.18667 0.19406
C -0.41393 -3.04376 0.59382
C -0.07054 -2.35917 1.75244
C 1.25649 -2.20844 2.11351
C 2.25631 -2.73859 1.31675
C 1.92431 -3.40190 0.14781
C 0.59707 -3.55036 -0.21197
H 0.34059 -4.07158 -1.12262
H 2.70123 -3.80920 -0.48239
H 3.29119 -2.64535 1.61373
H 1.51048 -1.68306 3.02313
H -0.84741 -1.95022 2.38287
H -2.49429 -3.18283 1.07917
H -2.01697 -4.11418 -0.35589
H -1.62362 -2.00799 -1.61169
C -1.15254 1.36847 0.36144
C -0.31120 2.46807 0.35727
N -0.88670 3.35933 1.21928
C -2.00065 2.78313 1.71955
N -2.18582 1.59131 1.22985
H -2.64314 3.25430 2.43623
H -0.53734 4.29281 1.37308
C 0.85110 2.90856 -0.44963
O 0.86659 4.06276 -0.86121
N 1.83644 2.02866 -0.68741
C 2.03518 0.75647 -0.04025
H 1.95937 -0.04350 -0.78271
C 3.42225 0.74303 0.61001
N 4.43801 1.01306 -0.37858
C 5.68987 0.42042 -0.28459
C 5.78414 -0.95708 -0.05921
C 7.01184 -1.58315 -0.00035
C 8.18071 -0.86039 -0.17701
C 8.10029 0.49991 -0.41426
C 6.87456 1.13778 -0.46371
H 6.84658 2.20416 -0.62727
H 9.00261 1.07821 -0.55231
H 9.14011 -1.35284 -0.13393
H 7.05743 -2.64882 0.17303
H 4.88306 -1.54240 0.04370
C 4.26053 2.31781 -0.96824
H 4.33245 3.12028 -0.21545
C 2.88039 2.36279 -1.63147
H 2.84965 1.63195 -2.44640
H 2.67309 3.36001 -2.02262
H 5.01678 2.48107 -1.73583
H 3.44912 1.51713 1.39821
H 3.59254 -0.22412 1.07724
H 1.27223 0.59521 0.72022
```


(3)
The following is a DFT calculation (ωB97M-V/def2-TZVPD) of C31H31N8P2SY as an isolated structure.

Maximum force in eV/Å: 0.5
Molar mass in g mol⁻¹: 698.57
DFT total energy in hartree: -2756.77524
LUMO in Eh: -0.2097
Frontier orbital gap in hartree: 0.298
Charge: +2
ΔE to the lowest compared entry with this formula, charge and spin in eV: 0.000

The geometry in XYZ format:
```
74
C31H31N8P2SY, DFT ωB97M-V/def2-TZVPD
Y -0.83461 0.48325 0.41553
C 3.10224 3.31809 0.66144
N 1.93299 2.47362 0.38073
P 2.02269 0.78838 0.23020
C 3.37221 0.34129 -0.86341
C 3.07904 0.03891 -2.19322
C 4.10372 -0.25588 -3.07824
C 5.42023 -0.24789 -2.63872
C 5.71913 0.05347 -1.31540
C 4.69934 0.34706 -0.42634
C 2.37961 0.16671 1.89101
C 1.91554 0.87599 3.00164
C 2.01390 0.32189 4.27021
C 2.56519 -0.93958 4.43669
C 3.02104 -1.65219 3.33394
C 2.92475 -1.10851 2.06354
P 0.37801 3.00246 -0.06803
C 0.15134 4.60698 0.70104
C -0.26761 4.63992 2.03214
C -0.40311 5.85505 2.68166
C -0.13311 7.03631 2.00180
C 0.26987 7.00650 0.67300
C 0.41340 5.79397 0.01761
C 0.36932 3.24594 -1.86323
C 1.53542 3.26954 -2.62266
C 1.46032 3.42670 -3.99928
C 0.22602 3.55822 -4.61998
C -0.94114 3.52762 -3.86659
C -0.87160 3.36580 -2.49221
H 3.61883 2.93634 1.54277
H 2.77402 4.33536 0.86697
H 3.79837 3.33043 -0.17865
H 2.05011 0.04115 -2.53573
H 3.87812 -0.49431 -4.10891
H 6.21937 -0.48010 -3.32991
H 6.74685 0.05718 -0.97879
H 4.93069 0.57246 0.60819
H 1.50407 1.87266 2.88187
H 1.66696 0.88266 5.12773
H 2.64646 -1.36750 5.42659
H 3.46116 -2.63153 3.46574
H 3.29067 -1.66627 1.20925
H -0.49830 3.71865 2.55847
H -0.72825 5.88399 3.71271
H -0.24545 7.98502 2.50905
H 0.47109 7.92908 0.14578
H 0.72387 5.77299 -1.02003
H 2.50119 3.16143 -2.14483
H 2.36787 3.45334 -4.58752
H 0.17301 3.68850 -5.69241
H -1.90251 3.63936 -4.34996
H -1.78591 3.36631 -1.90434
C -6.86468 -0.41913 2.29830
C -5.58741 -0.04390 1.63312
C -5.54492 0.31364 0.27325
C -4.32336 0.60459 -0.26539
N -3.19951 0.57298 0.47873
C -3.32943 0.23823 1.78497
S -1.86471 0.24031 2.76739
N -4.47617 -0.08244 2.36488
H -7.70899 0.11893 1.87153
H -6.79858 -0.23835 3.36770
H -7.04038 -1.48754 2.14710
H -6.44656 0.35822 -0.31933
H -4.20673 0.88114 -1.30627
N -2.62869 -3.92898 0.34262
N -2.09901 -3.02278 -0.53742
N -2.33805 -3.07353 -1.82036
C -1.77666 -1.95560 -2.25961
N -1.22227 -1.26859 -1.25618
N -1.44062 -1.97784 -0.15397
H -2.68537 -4.83407 -0.11360
H -2.05026 -3.97762 1.17475
H -1.76936 -1.65878 -3.29409
```